Computed, not measured: a structure of composition C15H18HfN8O2, with ωB97M-V/def2-TZVPD.

## Properties
highest occupied orbital energy (spin up / spin down) = -21.58 / -21.64 eV
total charge = +4
Kohn-Sham gap (spin up / spin down) = 2.8 / 2.9 eV
spin multiplicity = 1

Geometry as XYZ:
```
44
Properties=species:S:1:pos:R:3:forces:R:3:lowdin_charge:R:1
N 3.06776 3.80868 -0.78642 -2.0 0.1 1.0 0.16
C 2.19954 4.21633 -0.11843 1.1 -0.2 -0.6 -0.26
C 1.14571 4.80042 0.74242 -0.1 0.4 0.2 -0.06
H 0.15923 4.33109 0.52732 0.6 0.3 0.1 0.05
H 1.06030 5.89904 0.54824 0.1 -0.9 0.1 0.12
H 1.37611 4.65641 1.82349 0.0 0.1 -0.8 0.10
N 2.86994 -3.83748 -1.08295 0.8 1.8 1.1 0.14
C 3.84298 -3.41598 -0.57457 -0.4 -1.3 -1.4 -0.25
C 5.23895 -3.29121 -0.11092 -0.4 0.2 1.0 -0.04
H 5.85381 -2.57382 -0.69546 -0.5 -0.6 0.2 0.11
H 5.61398 -4.34110 -0.20862 0.1 0.9 0.2 0.13
H 5.22662 -2.95710 0.96778 0.2 -0.6 -1.1 0.11
N -2.54512 -2.89032 -0.40599 0.8 1.9 0.1 0.14
C -3.48212 -3.27441 0.14816 0.5 -0.6 -1.1 -0.24
C -4.52483 -4.14132 0.60567 -0.3 -0.5 0.7 -0.01
H -3.97503 -4.84259 1.28482 -0.9 0.3 -0.4 0.13
H -4.93171 -4.68247 -0.27612 0.2 0.3 0.6 0.13
H -5.31648 -3.58933 1.13742 0.2 -0.4 -0.1 0.12
Hf -0.37348 -0.04348 -0.79004 -2.2 -7.6 17.4 1.50
C 0.25470 -1.95115 0.89680 0.8 -4.8 2.9 0.02
O 0.52060 -2.83436 1.59543 -1.3 4.4 -3.3 0.23
C 1.48510 0.22568 0.34678 7.4 6.0 3.1 -0.03
O 2.33555 0.93543 0.74009 -4.7 -4.7 -1.9 0.28
C 0.67330 1.35731 -1.99189 0.6 2.0 -2.6 -0.05
C -0.74568 1.55792 -2.06465 -0.2 2.3 -3.0 -0.06
C -1.60402 0.45609 -2.34076 -1.7 1.0 -4.0 -0.07
C -1.06377 -0.83272 -2.62870 0.1 0.0 -3.6 -0.04
C 0.34569 -1.00610 -2.65526 -0.2 -0.4 -1.8 0.01
C 1.19193 0.04395 -2.26958 2.2 1.1 -2.3 -0.06
H 1.29682 2.24054 -1.75046 0.3 -0.4 0.0 0.15
H -1.18107 2.54431 -1.90353 0.1 0.0 -0.1 0.18
H -2.67380 0.56001 -2.31229 -0.6 0.2 -0.2 0.18
H -1.69986 -1.65548 -2.86310 -0.6 -0.6 -0.1 0.16
H 0.79177 -1.95044 -2.90042 0.1 -0.7 -0.1 0.18
H 2.25442 -0.17008 -2.15666 0.1 0.3 -0.4 0.19
N -0.90791 2.26135 3.94055 -0.5 -2.2 -0.8 0.23
N -1.43342 1.70170 2.77654 0.6 1.8 -1.1 -0.15
N -2.41293 2.43808 2.11479 1.1 -2.2 -0.9 0.23
C -2.39223 1.86670 0.91438 0.1 0.7 0.7 -0.08
N -1.41551 0.88461 0.84559 -0.8 0.9 -0.4 -0.15
N -0.79449 0.81768 2.03174 -1.1 1.2 1.5 0.10
H -0.80850 1.49538 4.62992 0.2 0.7 0.0 0.17
H -1.51510 3.02241 4.23011 -0.3 0.1 0.2 0.15
H -3.00775 2.15980 0.03882 0.3 -0.1 1.0 0.16
```
Forces are in eV/Å.

---

Computed, not measured: the molecule C15H18N2O2, with ωB97M-V/def2-TZVPD.

## Properties
structure (SMILES) = Cc1cc(C)c(C(=O)c2c(C)nc(C)n2O)c(C)c1
highest occupied orbital energy = -8.81 eV
total charge = 0
Kohn-Sham gap = 9.1 eV
spin multiplicity = 1

Geometry as XYZ:
```
37
Properties=species:S:1:pos:R:3:forces:R:3:lowdin_charge:R:1
C -1.48825 -2.11238 -4.19585 -0.4 -1.1 0.3 -0.05
C -1.01272 -1.77796 -2.82232 0.6 0.6 0.8 -0.26
C -1.86099 -1.19170 -1.89205 1.0 0.0 0.8 0.00
C -1.40003 -0.80465 -0.61458 0.2 0.0 -0.7 -0.19
C -2.36784 -0.08012 0.29478 0.5 -0.5 -0.2 -0.02
C -0.05520 -1.04830 -0.26728 0.0 0.3 -1.2 -0.10
C 0.44707 -0.71563 1.07749 -1.0 -0.8 1.8 -0.31
O 0.49595 -1.61490 1.91610 0.3 -0.5 0.1 0.08
C 0.61606 0.62306 1.53635 0.6 1.6 -1.2 -0.13
C 0.66021 1.79076 0.81517 -0.6 2.4 -0.7 -0.21
C 0.64806 2.01295 -0.70900 1.1 -0.2 0.4 -0.01
N 0.67449 2.90871 1.68286 0.8 -1.5 -1.8 0.15
C 0.76930 2.41844 2.89477 -0.5 -0.7 -0.1 -0.32
C 0.76159 3.27426 4.11784 -0.4 -0.7 0.0 0.00
N 0.75474 1.05103 2.83083 -0.5 -1.2 2.4 0.01
O 0.55227 0.21775 3.97947 0.3 1.6 -0.2 0.05
C 0.83435 -1.60793 -1.20080 -0.1 -0.4 -0.4 -0.20
C 2.31480 -1.85032 -0.92224 -0.3 0.0 1.4 -0.03
C 0.34064 -1.94527 -2.45410 -0.8 0.2 0.3 0.00
H -2.58677 -2.16801 -4.26616 0.4 0.2 0.1 0.08
H -1.11585 -1.39501 -4.90416 0.2 0.2 -0.5 0.08
H -1.11463 -3.11933 -4.42975 0.0 0.3 -0.3 0.09
H -2.88828 -0.99485 -2.13112 -0.4 0.0 -0.2 0.11
H -3.39462 -0.22529 -0.07423 0.4 0.2 0.4 0.09
H -2.10704 0.97692 0.35682 -0.2 0.1 -0.1 0.08
H -2.22847 -0.48475 1.29175 -0.5 0.0 0.3 0.08
H 1.27794 1.22731 -1.20180 -0.5 0.7 0.3 0.08
H -0.34543 1.92619 -1.13732 -0.2 -0.1 0.1 0.06
H 1.04566 3.02417 -0.99614 -0.3 -1.0 0.6 0.09
H 1.05743 4.29872 3.89824 -0.2 -0.2 -0.2 0.09
H 1.42248 2.86906 4.85342 0.6 -0.2 0.5 0.07
H -0.23648 3.22661 4.56740 0.1 0.3 -0.1 0.09
H 0.34998 -0.69154 3.69307 0.3 0.2 -1.0 0.09
H 2.45676 -2.30747 0.09764 -0.1 0.3 -1.1 0.10
H 2.84394 -0.89698 -0.87631 0.1 0.1 -0.1 0.08
H 2.81932 -2.46455 -1.67480 -0.4 0.0 0.1 0.08
H 1.05955 -2.34899 -3.13400 0.1 -0.3 -0.6 0.11
```
Forces are in eV/Å.

---

Computed, not measured: the molecule C15H18N2O3, with ωB97M-V/def2-TZVPD.

## Properties
structure (SMILES) = Cc1cc(C)c([C@H](C)C2C(=O)NC(=O)NC2=O)c(C)c1
highest occupied orbital energy = -8.60 eV
total charge = 0
Kohn-Sham gap = 8.6 eV
spin multiplicity = 1

Geometry as XYZ:
```
38
Properties=species:S:1:pos:R:3:forces:R:3:lowdin_charge:R:1
C -3.25567 -3.78370 -0.73209 -0.4 0.4 -0.1 -0.05
C -2.25538 -2.72513 -0.32442 1.4 -2.0 0.7 -0.27
C -0.92799 -3.12326 -0.05286 0.7 1.5 0.3 0.00
C 0.05241 -2.16656 0.33527 -2.0 0.7 -0.4 -0.21
C 1.42031 -2.61488 0.69398 0.3 -0.3 -0.1 -0.05
C -0.33550 -0.78720 0.44689 0.3 0.2 -0.7 -0.08
C 0.80864 0.27604 0.65431 0.5 -0.1 -2.3 -0.15
C 0.71737 1.01715 1.96506 0.9 1.6 -0.2 -0.07
C 1.08055 1.42614 -0.68595 0.1 0.4 -0.9 -0.01
C 0.66465 2.87022 -0.42534 -2.9 -0.8 1.1 -0.35
O -0.41378 3.01770 0.19432 3.0 1.3 -1.7 0.01
N 1.38431 3.98679 -0.89457 0.6 -0.3 0.5 0.19
C 2.72753 4.04074 -1.33759 -0.6 -2.6 0.1 -0.45
O 3.43063 5.01327 -1.39003 -0.7 -0.7 -0.1 0.13
N 3.12672 2.70185 -1.72352 -2.1 -0.2 1.3 0.19
C 2.51001 1.43454 -1.36301 0.4 -2.5 -0.1 -0.31
O 3.04972 0.33179 -1.62246 -1.0 3.8 0.7 0.05
C -1.72079 -0.44222 0.35389 1.3 -1.3 0.3 -0.21
C -2.25472 0.89170 0.69854 -0.3 0.3 -0.4 -0.04
C -2.61806 -1.44205 -0.02302 -1.0 0.6 -0.6 -0.03
H -4.21581 -3.30405 -0.88788 -0.3 0.0 -0.1 0.07
H -3.00730 -4.28126 -1.66505 0.3 0.0 -0.1 0.08
H -3.42908 -4.57505 0.00313 0.3 0.2 0.1 0.08
H -0.59242 -4.15696 -0.11617 -0.3 0.1 -0.1 0.11
H 1.46551 -3.69102 0.55266 0.3 -0.1 0.0 0.07
H 2.18935 -2.13661 0.08738 0.1 -0.1 0.0 0.08
H 1.63290 -2.42020 1.74641 0.1 0.1 0.0 0.09
H 1.82079 -0.16938 0.39026 -1.4 -0.1 1.3 0.11
H 1.74501 1.21122 2.24103 0.3 0.1 0.6 0.08
H 0.29047 2.02810 1.82057 0.0 -0.8 0.2 0.07
H 0.19537 0.59262 2.81135 -0.1 -0.7 -0.2 0.09
H 0.39799 1.02253 -1.50285 0.7 0.6 0.9 0.18
H 1.08209 4.83660 -0.45947 -0.4 0.5 0.0 0.15
H 4.08141 2.62181 -1.91522 1.6 -0.2 -0.6 0.12
H -3.31393 0.93967 0.43002 0.1 0.1 0.1 0.08
H -2.14311 1.13718 1.75675 0.0 0.0 -0.1 0.09
H -1.70368 1.62658 0.12923 -0.3 0.2 0.2 0.05
H -3.68654 -1.20466 -0.18957 0.7 0.2 0.3 0.12
```
Forces are in eV/Å.

---

Computed, not measured: the molecule C15H18N2O3, with ωB97M-V/def2-TZVPD.

## Properties
structure (SMILES) = c1cc(-c2cc([C@@H]3COC4(CCCCC4)O3)[nH]n2)co1
highest occupied orbital energy = -8.40 eV
total charge = 0
Kohn-Sham gap = 9.1 eV
spin multiplicity = 1

Geometry as XYZ:
```
38
Properties=species:S:1:pos:R:3:forces:R:3:lowdin_charge:R:1
C -2.07085 -4.54423 -4.99286 1.2 0.7 0.1 -0.10
C -1.38964 -4.19320 -3.84651 0.0 -3.1 0.4 -0.04
C -1.40908 -2.77965 -3.76281 2.0 0.0 0.8 -0.21
C -0.87443 -1.99401 -2.64081 -1.1 0.3 -0.9 -0.27
C -1.10998 -0.58595 -2.48031 1.1 -0.6 1.3 0.03
C -0.68585 -0.34451 -1.18171 -1.1 -0.5 0.5 -0.14
C -0.79841 1.00206 -0.36446 1.0 -0.8 0.0 -0.22
C 0.35082 1.94887 -0.67759 0.6 -0.1 -3.0 -0.14
O 1.39801 1.82865 0.28787 -1.6 -0.8 0.5 -0.03
C 0.69617 1.41320 1.49441 -0.8 0.4 -0.4 -0.40
C 0.40781 2.73613 2.36453 2.3 -1.8 0.7 -0.05
C 0.38701 2.45046 3.88711 0.4 0.2 -0.9 -0.18
C 1.65141 1.78516 4.36086 0.8 -1.0 -0.6 -0.19
C 2.37393 0.99403 3.25771 -1.3 1.4 -0.9 -0.19
C 1.36635 0.31201 2.33055 2.2 0.3 -1.2 -0.09
O -0.50990 0.80015 0.98842 -1.0 -0.7 1.7 -0.05
N -0.36028 -1.60035 -0.64010 -0.3 2.5 -1.8 0.05
N -0.38977 -2.59387 -1.57630 -0.2 1.0 0.9 0.11
C -1.89294 -2.29498 -4.91052 -1.2 -1.8 0.1 -0.04
O -2.38792 -3.37435 -5.65789 0.2 0.8 -0.2 -0.03
H -2.20007 -5.52206 -5.55035 -0.1 1.7 0.9 0.14
H -0.86964 -4.95361 -3.13707 -1.3 1.7 -1.3 0.14
H -1.46947 0.12587 -3.20922 -0.1 -0.1 0.1 0.11
H -1.82500 1.45137 -0.53893 1.2 -0.5 0.3 0.17
H -0.03880 2.94579 -0.85179 0.2 0.6 0.6 0.12
H 0.71109 1.60606 -1.67573 0.4 0.5 0.7 0.14
H -0.51143 3.09950 2.07745 -2.0 1.0 -0.8 0.09
H 1.19821 3.44125 2.10936 0.0 0.1 -0.1 0.13
H -0.46726 1.83861 4.02517 -0.8 -0.9 0.4 0.10
H 0.23503 3.28772 4.54702 -0.3 0.8 -0.3 0.11
H 1.42876 0.96895 5.04200 -0.3 0.4 0.8 0.11
H 2.35573 2.47889 4.81852 -0.1 0.0 0.2 0.11
H 2.88880 0.25632 3.75050 1.7 -1.8 1.0 0.07
H 3.09024 1.56209 2.64861 -0.2 0.1 0.2 0.13
H 2.01480 -0.41869 1.72717 -1.4 1.0 0.2 0.15
H 0.61372 -0.24823 2.87268 -0.2 0.0 0.1 0.13
H 0.15158 -1.63099 0.20251 0.5 -0.7 0.9 0.12
H -2.05873 -1.25444 -5.09747 -0.5 0.0 -1.0 0.12
```
Forces are in eV/Å.

---

Here are the calculated energy relative to the best compared isomer or geometry (same formula, charge and spin) numbers, same order: 10.073 3.285 1.683 4.618 (eV).